<P>
The following is a DFT calculation (the ωB97M-V functional and the def2-TZVPD basis) of a 2-piece molecular cluster, C3H12N2O2 overall.

Cartesian coordinates (Å):
C: -0.785 -0.781 -0.460
N: -0.979 0.694 -0.397
C: 0.268 1.436 -0.621
O: -0.024 2.783 -0.718
C: -2.008 -1.538 -0.876
N: -3.002 -1.587 0.207
H: 0.093 -0.981 -1.095
H: -0.433 -0.959 0.558
H: -1.584 0.967 -1.177
H: 0.791 1.051 -1.515
H: 0.771 1.153 0.333
H: 0.576 3.221 -1.302
H: -1.869 -2.484 -1.400
H: -2.406 -0.905 -1.689
H: -2.894 -0.821 0.852
H: -2.820 -2.433 0.736
H: 5.867 -1.131 3.112
H: 4.655 -1.407 2.362
O: 5.354 -0.762 2.392

Calculated values
Frontier orbital gap, hartree: 0.3590
SMILES: NCCNCO.O
Charge: 0

=====

<Q>
The following is a DFT calculation (the ωB97M-V functional and the def2-TZVPD basis) of a 3-piece molecular cluster, C3H12N2O2 overall.

Cartesian coordinates (Å):
C: -0.981 2.063 0.519
C: -0.471 0.662 0.638
N: 0.908 -1.858 0.173
C: 1.272 -0.632 -0.406
N: 0.881 0.524 -0.042
H: -0.260 2.702 1.166
H: -1.015 2.429 -0.545
H: -1.999 2.161 0.950
H: -0.361 0.372 1.723
H: -1.055 -0.188 0.103
H: 0.200 -1.861 0.916
H: 1.711 -2.528 0.305
H: 2.301 -0.643 -0.872
H: -3.023 -2.806 -0.235
H: -2.871 -2.764 1.321
O: -3.032 -3.415 0.550
H: 1.744 1.828 -1.245
H: 2.735 2.987 -1.305
O: 1.838 2.802 -1.513

Calculated values
Frontier orbital gap, hartree: 0.3588
SMILES: CC/N=C\N.O.O
Charge: 0

=====

Relative to the most stable one, in kcal/mol, the structures come out at <P> 1.5; <Q> 0.0.

=====

<P>
The following is a DFT calculation (the ωB97M-V functional and the def2-TZVPD basis) of a 3-piece molecular cluster, C3H12N2O2 overall.

Cartesian coordinates (Å):
C: 2.586 0.554 0.391
C: 1.065 0.416 0.192
N: -1.721 0.057 1.192
C: -0.583 -0.672 1.536
N: 0.491 -0.717 0.875
H: 3.238 0.329 -0.470
H: 2.644 1.543 0.879
H: 3.027 -0.236 1.022
H: 0.577 1.294 0.616
H: 0.802 0.484 -0.874
H: -1.722 0.651 0.348
H: -2.661 -0.260 1.376
H: -0.744 -1.547 2.167
H: -2.497 1.123 -1.236
H: -2.959 2.470 -1.775
O: -3.196 1.784 -1.143
H: 0.609 -2.622 -2.493
H: 0.649 -1.936 -1.043
O: 0.394 -2.715 -1.559

Calculated values
Frontier orbital gap, hartree: 0.3391
SMILES: CC/N=C\N.O.O
Charge: 0

=====

<Q>
The following is a DFT calculation (the ωB97M-V functional and the def2-TZVPD basis) of C3H12N2O2 as an isolated structure.

Cartesian coordinates (Å):
C: -1.031 0.545 1.251
C: -1.374 0.513 -1.616
N: -1.793 -0.095 -0.349
N: -0.630 -0.634 1.759
H: -2.798 -0.234 -0.303
H: -1.209 -0.943 2.537
H: -1.231 -0.982 0.009
H: -0.252 1.158 0.802
H: -1.872 1.112 1.661
H: -1.779 1.523 -1.693
H: -1.715 -0.069 -2.477
H: -0.288 0.569 -1.628
C: 2.254 -1.027 0.345
O: 2.073 -0.296 -0.864
O: 1.931 1.101 -0.544
H: 2.805 1.456 -0.763
H: 2.293 -2.065 0.015
H: 1.415 -0.880 1.033
H: 3.200 -0.754 0.826

Calculated values
Frontier orbital gap, hartree: 0.3196
Charge: 0

=====

Relative to the most stable one, in kcal/mol, the structures come out at <P> 0.0; <Q> 92.7.

=====

<P>
The following is a DFT calculation (the ωB97M-V functional and the def2-TZVPD basis) of a 2-piece molecular cluster, C10H16O overall.

Cartesian coordinates (Å):
C: -1.535 -2.484 2.553
C: -0.408 -0.364 1.939
C: -1.587 -1.137 1.914
C: -0.179 0.689 1.073
C: -1.243 1.259 0.387
C: -2.616 -0.488 1.250
C: -2.495 0.652 0.464
O: -1.018 2.293 -0.476
H: 0.519 -0.736 2.374
H: 0.775 1.195 0.937
H: -0.981 -3.237 1.989
H: -2.496 -2.877 2.829
H: -3.629 -0.888 1.248
H: -0.200 2.768 -0.346
H: -3.383 0.907 -0.108
H: -1.092 -2.522 3.538
C: 1.687 -0.104 -2.134
C: 2.502 0.058 -0.858
C: 1.529 1.239 -2.949
H: 0.620 -0.240 -1.853
H: 2.101 -0.859 -2.786
H: 2.430 -0.808 -0.185
H: 3.579 0.140 -0.998
H: 2.158 1.982 -2.433
H: 2.378 1.024 -0.350
H: 0.475 1.380 -3.165
H: 2.107 1.160 -3.854

Calculated values
Frontier orbital gap, hartree: 0.3407
SMILES: Cc1ccc(O)cc1.CCC
Charge: 0

=====

<Q>
The following is a DFT calculation (the ωB97M-V functional and the def2-TZVPD basis) of a 2-piece molecular cluster, C10H16O overall.

Cartesian coordinates (Å):
C: 2.414 0.207 1.154
C: 1.303 -0.236 2.312
C: 2.207 1.652 0.781
H: 3.397 -0.191 1.445
H: 2.039 -0.363 0.267
H: 0.351 -0.818 1.952
H: 1.187 2.076 1.001
H: 3.020 2.331 1.163
H: 0.806 0.540 2.896
H: 1.672 -0.757 3.214
H: 2.382 1.767 -0.329
C: -0.507 1.330 -2.502
C: -1.588 -2.030 -1.209
C: -2.033 -1.680 0.031
C: -1.060 -1.034 -2.053
C: -0.929 0.197 -1.570
C: -1.820 -0.315 0.543
C: -1.264 0.611 -0.261
O: -2.670 -2.478 0.964
H: -1.778 -3.035 -1.671
H: -0.591 -1.407 -3.020
H: -2.093 -0.142 1.544
H: -2.131 -2.763 1.700
H: -0.565 1.110 -3.530
H: 0.467 1.698 -2.301
H: -0.974 1.610 0.037
H: -1.242 2.121 -2.557

Calculated values
Frontier orbital gap, hartree: 0.3516
SMILES: Cc1ccc(O)cc1.CCC
Charge: 0

=====

Relative to the most stable one, in kcal/mol, the structures come out at <P> 0.0; <Q> 17.4.

=====

<P>
The following is a DFT calculation (the ωB97M-V functional and the def2-TZVPD basis) of a 2-piece molecular cluster, C10H16O overall.

Cartesian coordinates (Å):
C: 1.497 0.185 -2.414
C: 0.389 -3.165 0.022
C: -0.292 -3.031 -1.181
C: 1.308 -2.220 0.508
C: 0.058 -1.956 -2.006
C: 1.590 -1.190 -0.341
C: 0.932 -1.001 -1.591
O: 0.114 -4.139 0.926
H: -1.140 -3.703 -1.358
H: -0.638 -4.710 0.761
H: 1.787 -2.347 1.472
H: -0.554 -1.950 -2.921
H: 2.331 -0.464 -0.049
H: 2.089 0.883 -1.820
H: 0.632 0.747 -2.753
H: 2.070 -0.209 -3.256
C: -1.450 2.034 1.067
C: 0.083 2.134 1.262
C: -2.006 3.274 1.873
H: -1.893 1.163 1.555
H: -1.845 2.182 0.044
H: 0.317 1.855 2.311
H: 0.463 1.454 0.503
H: -2.466 3.123 2.881
H: 0.505 3.143 1.150
H: -2.718 3.911 1.355
H: -1.163 3.996 1.999

Calculated values
Frontier orbital gap, hartree: 0.3359
SMILES: Cc1ccc(O)cc1.CCC
Charge: 0

=====

<Q>
The following is a DFT calculation (the ωB97M-V functional and the def2-TZVPD basis) of a 2-piece molecular cluster, C10H16O overall.

Cartesian coordinates (Å):
C: 1.438 -1.378 0.681
C: 2.981 -1.763 0.637
C: 0.547 -2.497 0.411
H: 1.330 -0.941 1.778
H: 1.275 -0.478 0.067
H: 3.320 -2.798 0.864
H: 0.533 -2.613 -0.669
H: 0.631 -3.438 0.962
H: 3.486 -1.092 1.341
H: 3.393 -1.431 -0.340
H: -0.556 -2.263 0.522
C: -1.690 0.102 -2.416
C: -0.704 2.882 0.016
C: -0.931 2.267 -1.221
C: -0.696 2.057 1.132
C: -1.275 0.903 -1.218
C: -1.202 0.777 1.210
C: -1.495 0.210 -0.035
O: -0.129 2.390 2.329
H: -0.467 3.910 0.116
H: -1.164 2.807 -2.109
H: 0.101 3.368 2.247
H: -1.412 0.246 2.067
H: -1.987 0.733 -3.274
H: -2.558 -0.529 -2.195
H: -1.759 -0.765 -0.194
H: -1.008 -0.667 -2.706

Calculated values
Frontier orbital gap, hartree: 0.3344
SMILES: Cc1ccc(O)cc1.CCC
Charge: 0

=====

<R>
The following is a DFT calculation (the ωB97M-V functional and the def2-TZVPD basis) of a 2-piece molecular cluster, C10H16O overall.

Cartesian coordinates (Å):
C: -2.518 0.621 1.784
C: -3.244 1.134 3.032
C: -3.140 -0.578 1.014
H: -2.388 1.461 1.084
H: -1.484 0.228 2.018
H: -3.820 0.312 3.615
H: -2.367 -1.509 1.128
H: -4.142 -0.882 1.392
H: -4.034 1.853 2.622
H: -2.438 1.474 3.717
H: -3.304 -0.352 -0.027
C: 3.442 0.021 1.147
C: 0.344 -0.323 -1.944
C: 0.733 -1.389 -1.184
C: 0.823 0.955 -1.518
C: 1.652 -1.260 -0.127
C: 1.775 1.059 -0.585
C: 2.319 -0.064 0.122
O: -0.538 -0.501 -2.979
H: 0.393 -2.303 -1.565
H: -0.905 0.410 -3.450
H: 0.459 1.987 -1.797
H: 2.005 -2.100 0.347
H: 2.169 2.012 -0.137
H: 3.324 1.094 1.454
H: 4.486 -0.154 0.924
H: 3.240 -0.585 2.059

Calculated values
Frontier orbital gap, hartree: 0.3302
SMILES: Cc1ccc(O)cc1.CCC
Charge: 0

=====

<S>
The following is a DFT calculation (the ωB97M-V functional and the def2-TZVPD basis) of a 2-piece molecular cluster, C10H16O overall.

Cartesian coordinates (Å):
C: 1.321 3.822 -1.011
C: 2.257 2.886 -1.780
C: -0.086 4.034 -1.559
H: 1.803 4.799 -0.835
H: 1.304 3.498 0.040
H: 1.729 2.368 -2.584
H: 2.948 3.431 -2.437
H: -0.808 4.330 -0.810
H: -0.433 3.083 -1.949
H: 2.852 2.301 -1.092
H: -0.040 4.695 -2.429
C: 1.383 -0.862 2.628
C: -1.472 -1.876 -0.346
C: -0.135 -2.166 -0.584
C: -1.945 -1.551 0.923
C: 0.803 -1.862 0.406
C: -0.996 -1.276 1.896
C: 0.366 -1.364 1.627
O: -2.440 -2.073 -1.310
H: 0.087 -2.278 -1.629
H: -2.041 -2.212 -2.176
H: -2.989 -1.552 1.170
H: 1.857 -1.904 0.151
H: -1.272 -1.048 2.918
H: 2.326 -1.408 2.660
H: 1.008 -1.007 3.636
H: 1.483 0.213 2.480

Calculated values
Frontier orbital gap, hartree: 0.3360
SMILES: Cc1ccc(O)cc1.CCC
Charge: 0

=====

Relative to the most stable one, in kcal/mol, the structures come out at <P> 7.4; <Q> 21.1; <R> 30.6; <S> 0.0.

=====

<P>
The following is a DFT calculation (the ωB97M-V functional and the def2-TZVPD basis) of a 2-piece molecular cluster, C10H16O overall.

Cartesian coordinates (Å):
C: -1.010 -2.158 -1.184
C: -2.410 -2.611 -0.723
C: -0.013 -3.296 -1.403
H: -0.577 -1.454 -0.476
H: -1.228 -1.667 -2.121
H: -3.016 -2.864 -1.593
H: -2.388 -3.432 -0.019
H: 0.886 -2.845 -1.832
H: -0.363 -3.937 -2.200
H: -2.934 -1.776 -0.279
H: 0.205 -3.852 -0.496
C: 2.481 2.064 2.560
C: -0.315 1.662 -0.605
C: -0.707 1.262 0.661
C: 0.869 2.328 -0.873
C: 0.237 1.377 1.690
C: 1.740 2.521 0.189
C: 1.454 2.004 1.449
O: -1.212 1.460 -1.640
H: -1.651 0.820 0.947
H: -2.101 1.621 -1.334
H: 1.005 2.730 -1.866
H: 0.005 0.939 2.648
H: 2.654 3.011 0.106
H: 3.208 2.873 2.463
H: 3.119 1.189 2.372
H: 2.065 2.032 3.559

Calculated values
Frontier orbital gap, hartree: 0.3440
SMILES: Cc1ccc(O)cc1.CCC
Charge: 0

=====

<Q>
The following is a DFT calculation (the ωB97M-V functional and the def2-TZVPD basis) of a 2-piece molecular cluster, C10H16O overall.

Cartesian coordinates (Å):
C: 1.319 -2.759 0.874
C: 0.245 -3.648 0.245
H: 2.269 -2.999 0.392
H: 1.134 -1.691 1.075
H: 1.027 -2.904 1.956
H: 0.394 -3.595 -0.831
H: 0.321 -4.659 0.671
H: -0.824 -3.380 0.404
C: -0.112 2.829 1.316
C: -0.423 3.963 0.299
C: -0.181 1.480 0.650
C: -1.388 0.827 0.321
C: 1.000 0.844 0.310
C: -1.413 -0.146 -0.656
C: 1.095 -0.272 -0.544
C: -0.167 -0.667 -1.008
O: -0.318 -1.622 -1.974
H: 0.899 3.186 1.701
H: -0.912 2.927 2.104
H: 0.424 4.554 0.018
H: -2.219 1.312 0.827
H: 2.015 1.291 0.457
H: -2.283 -0.596 -1.165
H: 2.050 -0.499 -0.940
H: 0.526 -1.958 -2.287
H: -1.285 4.564 0.631
H: -0.929 3.419 -0.492

Calculated values
Frontier orbital gap, hartree: 0.3290
SMILES: CCc1ccc(O)cc1.CC
Charge: 0

=====

<R>
The following is a DFT calculation (the ωB97M-V functional and the def2-TZVPD basis) of a 2-piece molecular cluster, C10H16O overall.

Cartesian coordinates (Å):
C: 1.238 0.489 -4.088
C: 0.584 1.844 -4.406
H: 1.145 -0.201 -4.933
H: 2.293 0.553 -3.839
H: 0.741 0.009 -3.240
H: 1.277 2.668 -4.310
H: 0.214 1.878 -5.432
H: -0.275 2.053 -3.765
C: 0.220 0.759 0.382
C: 0.981 1.889 1.087
C: -0.392 -0.245 1.342
C: 0.362 -0.822 2.344
C: -1.679 -0.766 1.112
C: -0.141 -1.841 3.167
C: -2.204 -1.733 1.928
C: -1.427 -2.272 2.954
O: -2.002 -3.303 3.645
H: -0.549 1.202 -0.261
H: 0.924 0.229 -0.248
H: 1.898 1.567 1.588
H: 1.335 -0.443 2.615
H: -2.144 -0.355 0.230
H: 0.498 -2.143 3.981
H: -3.137 -2.261 1.779
H: -1.355 -3.777 4.210
H: 0.316 2.384 1.808
H: 1.280 2.636 0.350

Calculated values
Frontier orbital gap, hartree: 0.3394
SMILES: CCc1ccc(O)cc1.CC
Charge: 0

=====

Relative to the most stable one, in kcal/mol, the structures come out at <P> 2.6; <Q> 48.3; <R> 0.0.